# C19H51B3FNO18S5

A 6-piece molecular cluster, C19H51B3FNO18S5 overall at a distorted geometry (ωB97M-V/def2-TZVPD, OMol25).

```
98
C19H51B3FNO18S5 | OMol25 | ωB97M-V/def2-TZVPD
H -4.01409 2.43950 -4.02166
O -4.13293 -8.52834 0.75570
H -4.48548 7.75717 -6.32642
H 5.59830 6.16476 0.26367
C -5.90127 -5.99056 1.43481
B 2.64521 -3.09683 2.13844
H 2.39440 5.89795 3.51456
O 1.71766 -4.14244 1.85004
B 0.69119 -4.09708 2.83924
H -5.88595 -6.89383 3.40437
O -4.23803 -8.94968 3.22432
H -6.39084 -6.13789 0.47032
C 6.26899 6.46961 2.29235
O 4.16320 4.03680 2.33662
O 5.48128 4.48311 4.42124
H -4.45288 -11.27318 1.44123
H 2.29941 3.53312 -6.58212
H -1.05435 -5.10380 3.88182
H 4.41282 -4.43347 0.72763
C -2.46879 4.24293 1.73183
H -3.46980 4.66598 1.63484
H -6.13658 6.31015 -5.21350
S -0.20207 2.06652 0.92373
C -6.40530 -6.99976 2.44876
H -0.03305 -1.06811 2.48211
O -2.35655 4.68637 -4.43698
H -4.82864 -6.09670 1.27269
H -1.84356 4.95427 -0.18651
H 2.02111 2.83465 1.05308
H -0.78651 -4.61243 0.95923
C 2.59703 2.54097 -6.23994
H 3.29704 6.08727 5.05400
H 7.01812 6.08094 2.98664
H 4.23689 -3.25368 3.47938
H 1.75484 2.72868 -4.25127
H 6.26906 4.72351 1.01023
H 2.56105 1.84681 -7.08128
H -3.15371 6.84033 -5.62219
C -3.86007 3.02298 -3.11654
H -5.90468 -11.04225 2.45501
C 6.38200 5.80511 0.93251
C -1.27005 -5.28900 1.70024
C -1.85030 4.01424 0.36493
O -3.55024 5.51828 -2.39200
C 4.69638 -4.41523 1.80388
H -5.06128 6.97831 -3.99393
H 5.80444 -4.25750 1.82790
H 0.65506 2.08489 -5.46165
O 3.28138 1.23744 -2.69521
H 3.63520 2.59698 -5.91148
H 2.05877 -1.25996 -2.79736
C 1.68980 2.06785 -5.11916
H 1.63788 2.11860 -0.54803
S -3.50142 4.69372 -3.56838
B 0.83467 -1.83614 2.71950
H 2.76181 -1.81824 -4.35142
H 2.55326 4.51892 4.63322
C 4.41301 -5.82435 2.45635
O 0.66385 -2.91601 3.65897
H 7.35554 6.00924 0.48455
S -4.82770 -9.01497 1.91607
O -0.48731 3.58127 0.45685
H -6.08821 -4.97239 1.77839
C 3.04039 5.41072 4.24197
H -2.55165 3.30968 2.28986
O 2.13480 -1.75097 2.13771
O -0.90868 1.17047 0.04746
H -1.85011 4.91955 2.32378
O -6.29162 -8.34802 1.96892
N 4.06195 -3.26631 2.47964
O 4.95540 6.33174 2.85192
H -4.20303 6.06670 -6.79912
O -0.34011 1.98496 2.35323
H -1.41755 -6.30630 1.28112
C -5.34815 -10.67355 1.59635
C -0.37954 -5.28391 3.01494
O -4.82344 4.95988 -4.44741
H -7.46515 -6.82507 2.63571
H 3.79935 -1.64387 -2.91215
C -5.10736 6.30593 -4.85421
C -4.18593 6.77187 -5.96648
H 6.44977 7.53953 2.18675
H 1.91077 1.06450 0.86802
H -4.74585 3.00857 -2.48526
F -2.53570 -4.73324 1.95794
H 3.63954 -6.35541 1.84735
S 4.52387 4.89356 3.43256
H 4.13117 -5.78791 3.52980
C 1.51812 2.02317 0.52949
O 4.43491 0.42084 -4.76513
H 5.35388 -6.42778 2.36192
C 2.93508 -1.24684 -3.44203
S 3.30321 0.42530 -3.87991
H 0.17964 -6.24338 3.13589
O 1.96968 0.71367 -4.73409
H -2.43508 3.29961 -0.21985
H -5.96163 -10.68251 0.69797
H -2.99995 2.63938 -2.56884
```

Computed properties:
HOMO: -9.437 eV
LUMO level: 0.484 eV
Kohn-Sham gap: 0.365 Eh
net charge: 0



# C3H9N3

An isolated ion of composition C3H9N3 and charge +2 at a distorted geometry (ωB97M-V/def2-TZVPD, OMol25).

```
15
C3H9N3 | OMol25 | ωB97M-V/def2-TZVPD
H -1.11694 -0.86273 1.32783
H 1.03965 -1.71566 -0.07770
H -0.15825 0.88501 2.26287
N 0.25947 0.78274 1.31570
H -0.32302 -0.05783 -3.23513
H 0.41588 -1.30995 1.96867
N 0.27508 -1.08721 -0.13070
N -0.12539 -0.73028 -2.52419
H 0.32207 -1.55378 -2.81670
H 0.11727 2.48495 0.13736
C 0.00355 -0.41759 -1.26753
C -0.46101 1.73571 0.49851
C -0.07057 -0.66731 1.15802
H 1.22891 0.97215 1.24655
H -1.40671 1.54180 0.13645
```

Computed properties:
HOMO (spin up / spin down): -19.982 / -19.186 eV
LUMO level (spin up / spin down): -9.836 / -10.942 eV
relative energy (zero: lowest compared OMol25 entry of this formula, charge and spin): 104.8 kcal/mol
Kohn-Sham gap (spin up / spin down): 0.373 / 0.303 Eh
net charge: +2



# C22H26ClLuSiZr

C22H26ClLuSiZr as an isolated structure at a distorted geometry (ωB97M-V/def2-TZVPD, OMol25).

```
52
C22H26ClLuSiZr | OMol25 | ωB97M-V/def2-TZVPD
Si 0.83330 -0.10571 0.64090
H -0.15351 -0.99977 -3.73286
C -2.04514 1.51573 -0.81727
Cl -3.34334 -1.19854 -1.86097
C 1.23384 -2.87386 -0.01785
H 3.59322 3.30134 -1.78256
H 4.92868 -2.41052 -1.13216
C 1.43206 -0.72133 3.26975
H -0.65394 0.67798 -3.81770
C 3.19783 3.00985 -0.80533
C -0.91522 -0.31247 2.88373
H 4.09985 4.64080 0.25525
C -6.52949 0.37615 -1.41273
H 3.85255 -4.63606 -1.27696
C 2.16387 2.22354 1.66898
Zr -1.08680 -0.34871 -1.22470
C -0.11916 -0.03863 -3.17680
H -2.23053 -0.58806 4.57558
H -4.35080 1.29163 -4.95287
C 3.15822 -1.44308 -0.33698
C 2.39428 1.86818 -0.70941
H -7.49910 0.63841 -1.88660
C 3.47552 3.75317 0.34325
H -1.73304 -0.06298 2.19833
C -1.18771 -0.61565 4.22684
H -4.93892 -0.17797 -4.20769
C -0.13983 -0.93675 5.08858
C 0.40093 -0.37327 2.40143
Lu -4.35706 1.18488 -1.88926
C 1.17042 -0.98783 4.61085
C 3.29497 -3.77851 -0.90684
H -6.36609 -0.64128 -1.83809
H -2.34406 1.57088 0.26951
H 1.50824 -4.94716 -0.52901
H -6.81270 0.13624 -0.36306
C 1.87156 1.47062 0.52982
H -0.36798 -1.15504 6.13433
H 3.63503 -0.47750 -0.22021
H 1.73423 1.93729 2.61653
C 3.89189 -2.52224 -0.82773
H 0.94196 0.26042 -3.11281
H -1.42964 2.45244 -0.83914
H 0.20435 -3.01047 0.33917
H 1.97843 -1.22838 5.28843
H 2.19136 1.26851 -1.60159
C 2.96783 3.35678 1.58510
H 3.24091 3.91607 2.47155
C 1.97204 -3.95859 -0.50070
H 2.44363 -0.79820 2.90401
C 1.81109 -1.59362 0.00832
H -6.02949 1.16215 -4.42181
C -4.98853 0.92911 -4.10855
```

Computed properties:
HOMO: -7.852 eV
LUMO level: -0.598 eV
Kohn-Sham gap: 0.267 Eh
net charge: 0



# C33H39BiCl3F6N3O6S4SbSi3

C33H39BiCl3F6N3O6S4SbSi3 as an isolated structure (ωB97M-V/def2-TZVPD, OMol25).

```
99
C33H39BiCl3F6N3O6S4SbSi3 | OMol25 | ωB97M-V/def2-TZVPD
H 4.37266 0.73959 -1.35412
H -1.57358 2.40802 3.42474
C -4.57733 -2.03824 -0.74454
F 1.88459 -2.36622 -4.11120
H -0.86992 4.04347 -2.39389
C -1.62822 -5.69620 0.83959
C -2.75849 -0.14948 0.31821
H 1.25612 1.92444 -3.95599
H -3.54144 7.35422 1.35536
Cl 6.33220 -1.27682 -0.25124
C -3.79567 6.37056 0.99444
H -0.15882 -3.57746 1.55743
H 5.77567 1.70487 -0.90476
C -2.44430 -6.77215 0.63263
H -5.67473 4.11613 -0.57182
C -3.46171 2.52148 0.35904
H 2.05953 0.69904 -2.96782
O 0.96718 -1.31920 -1.11333
Cl 5.53307 -3.55344 1.35620
C 1.11702 4.08458 3.15743
C -1.80877 -8.00978 0.90085
C 2.38787 -2.62736 -2.91584
H 0.49862 4.64235 2.45206
H 2.62483 4.38131 -0.83498
H 0.79332 4.45447 -1.97981
C -2.42871 -1.55669 0.36174
F -1.46669 -2.90595 -5.00856
C -1.07653 -3.27091 1.06096
H 2.22243 1.76789 4.99766
H -2.28689 -8.97247 0.79515
Sb 1.45586 1.44847 0.58696
O 3.39599 -1.61713 0.22739
C -0.06492 3.85144 -1.67781
H 4.38373 2.96666 2.69666
H -0.40579 4.20578 -0.70518
H 2.94027 4.78501 0.85486
C -1.15562 1.02824 -2.18422
H 0.81265 4.37042 4.16897
C -0.51900 -7.85064 1.30599
N -1.26558 -1.97054 0.92039
C -1.93199 -3.86185 -4.21042
F -2.29391 -4.91102 -4.93785
H 5.80793 2.85866 1.66107
Si 0.89502 2.24549 3.01856
C 3.35299 4.29226 -0.02708
Bi 1.34202 -1.29792 1.17244
C -3.99592 0.24392 -0.22092
C -4.89057 5.98945 0.28492
H -5.82495 -0.39091 -1.20762
H -3.46874 -6.69204 0.29753
H -1.50095 2.70533 1.23307
C -4.89125 -0.73132 -0.77756
H 1.84110 0.26660 4.16508
Si 3.82457 2.52106 0.31858
O -1.31192 -5.28742 -2.11044
O 0.48230 -4.87801 -3.77134
S -0.64101 -4.41450 -3.01801
C 1.69490 1.72597 -2.97234
H -1.07170 0.72598 3.27678
H -5.28744 1.91160 -0.58998
C -4.32837 1.60353 -0.19150
C -3.35242 -2.48582 -0.13914
H -1.11801 -0.00104 -1.83940
O 3.57059 -0.81971 2.26003
Si 0.34162 2.03072 -1.74197
C 5.56442 -1.78622 1.25416
H 5.00177 1.38257 2.20201
Cl 6.43142 -1.11953 2.62973
H 4.25002 4.84060 -0.33020
H -5.67358 6.66993 -0.01482
C -4.88587 4.60172 -0.01509
S -0.06833 -6.20822 1.35578
C -3.78616 3.94966 0.46654
H -5.24673 -2.78542 -1.15267
H -2.07251 1.49643 -1.82828
C -2.23665 2.01207 0.82976
H 4.58541 2.36058 -2.02847
H -3.78252 -4.56483 -0.44078
H 0.19445 -8.61398 1.57290
C 4.70814 1.75276 -1.13190
H 2.15663 4.38851 3.02458
H 3.16281 1.26740 3.58306
O 1.39854 -3.66125 -0.64422
F -2.99355 -3.39642 -3.54621
C 4.08193 -1.34312 1.25802
C 4.83279 2.40844 1.87287
C -3.08110 -3.85509 -0.01996
N -0.35931 -2.94621 -2.36005
N -1.88742 0.74680 0.81755
C -1.94633 -4.28438 0.62672
F 3.20685 -1.63328 -2.57288
H -0.67327 1.64505 4.73900
H 2.54063 2.39937 -2.84431
C -0.77115 1.70550 3.65018
F 3.05433 -3.75940 -2.91897
C 2.16242 1.30095 4.00944
S 0.98668 -2.71674 -1.65507
H -1.18985 1.00867 -3.27902
S -2.75973 5.05034 1.30851
```

Computed properties:
HOMO: -10.248 eV
LUMO level: -3.343 eV
relative energy (zero: lowest compared OMol25 entry of this formula, charge and spin): 30.8 kcal/mol
Kohn-Sham gap: 0.254 Eh
net charge: +1



# C22H26N2O5S

One molecule with the formula C22H26N2O5S at a distorted geometry (ωB97M-V/def2-TZVPD, OMol25).

```
56
C22H26N2O5S | OMol25 | ωB97M-V/def2-TZVPD
H 6.21254 -1.54542 -0.15010
H 0.78568 -0.76946 0.81934
C -1.06816 -2.35887 2.03445
O -2.38442 -1.81584 -1.22680
C 0.15057 2.77351 1.45050
C -2.21519 2.60986 0.70331
O 0.64990 -3.50758 0.76492
H -3.20035 4.26097 -0.25565
H -0.20106 -0.58572 -0.65505
C -2.17466 1.22666 0.77927
H 5.18338 0.40517 1.51471
C 1.67751 1.47878 -1.64495
C 4.78637 -0.75013 -1.61775
H -5.31207 -1.32170 -0.46370
H 4.42634 -1.77577 -1.74054
H -2.05205 -2.48341 2.48400
H -1.53354 3.47766 2.54727
N 0.56249 2.55588 0.17178
H -0.07367 2.84905 -0.55791
H -1.17413 4.44295 1.10955
C -0.56678 -3.68458 1.45785
C -3.97042 0.98810 -0.80128
S -2.62095 -1.35329 0.11673
C -5.20385 -0.98284 -1.49480
H -0.36008 -1.97641 2.77684
C -3.00075 0.41001 0.02355
C -4.01002 2.39236 -0.87119
H -6.15004 -1.09062 -2.02431
C 5.67056 -0.62641 -0.36624
C 0.01708 -1.23434 0.19281
O 0.77436 2.48120 2.44402
C 2.67626 0.67156 -2.16478
C 3.58916 0.45352 0.04764
H 1.47852 -2.50922 -0.77407
H 2.57096 1.49016 1.62686
C 3.63104 0.15593 -1.31205
H -0.36334 -4.40456 2.25209
H -0.23029 -2.98742 -1.03060
C 2.60242 1.25928 0.57542
H 0.92004 1.88533 -2.30105
C 4.71112 -0.23221 0.76806
H 6.39999 0.17101 -0.51684
H -1.46543 0.75201 1.43714
H -4.75272 2.82604 -1.52190
O -4.90754 0.39982 -1.56188
H 2.70003 0.45267 -3.22187
C 0.49774 -2.59944 -0.30445
H 5.31227 -0.46958 -2.53030
H -1.33294 -4.08803 0.77827
H -4.43403 -1.57995 -1.98520
C 1.63051 1.77060 -0.28361
H 4.32540 -1.11921 1.27830
O -3.61613 -2.03493 0.89608
C -1.23253 3.42442 1.49885
C -3.14475 3.18676 -0.15719
N -1.19033 -1.36433 0.98646
```

Computed properties:
HOMO: -8.310 eV
LUMO level: 0.597 eV
relative energy (zero: lowest compared OMol25 entry of this formula, charge and spin): 47.4 kcal/mol
Kohn-Sham gap: 0.327 Eh
net charge: 0



# C33H35N8O4Rh

C33H35N8O4Rh as an isolated structure (ωB97M-V/def2-TZVPD, OMol25).

```
81
C33H35N8O4Rh | OMol25 | ωB97M-V/def2-TZVPD
H -4.11054 -3.85992 2.60842
C 3.25272 -1.76362 -1.84664
H 0.95438 4.84196 -3.51657
H -0.58506 2.83529 0.56605
C -0.73265 3.25683 -0.42503
C -2.49649 -0.31003 0.89125
H 1.88045 -0.90933 -3.38215
H 1.11116 -3.33399 -0.91720
C -3.41964 -1.13549 1.51628
O 2.43373 -6.89162 -0.40388
C 3.30794 1.41328 2.77036
H -4.45024 -1.12894 1.18762
H 1.93817 2.39613 4.10100
C 2.03956 1.82736 3.18533
C 0.17218 4.57060 -2.81003
C 0.91031 1.52793 2.45086
O -0.38621 -1.55951 -1.47445
H 0.64348 2.52390 -3.39477
C -0.04239 3.04447 -2.72642
H -2.32092 -6.88726 -0.84534
H 0.76754 6.05595 -1.50246
C 1.58010 2.85018 -0.97027
N -0.22448 0.51089 0.59255
C -4.02148 -2.92866 3.17008
H 4.35222 0.35161 1.22960
H 2.18115 4.77758 -0.10475
O 2.90428 -4.79519 -0.49383
H -2.70773 1.39915 -3.20278
C -1.57338 -6.10685 -0.85891
H -5.17148 1.88569 -2.11440
Rh -0.23242 0.37184 -1.34167
C -3.02904 -2.01429 2.51503
H 0.30118 -1.34890 2.45344
N 1.77482 -0.12319 -1.44119
C -1.41380 -2.34658 -1.19853
N -2.23353 0.70363 -1.28588
H 4.31139 1.87433 4.60983
C 0.34981 -4.09564 -0.90505
N 2.12968 -5.73551 -0.55889
C -0.99089 -3.77710 -1.05381
H -5.00982 -2.47482 3.21996
H -4.92725 0.96947 0.44850
C 0.70002 -5.41782 -0.72864
N 0.60256 5.04951 -1.45929
H -2.99450 -4.51425 -1.13373
C -0.74609 -1.27400 2.19161
C -0.23400 -6.43827 -0.70606
H -0.73962 5.10380 -3.07334
H 3.89068 -1.84002 0.29357
H -3.71108 -3.18182 4.18216
H 4.95983 2.71676 3.20876
N -2.94924 0.55218 -0.15751
C -1.14031 -0.35428 1.21680
C 0.97794 0.76277 1.27952
H 0.08843 -7.46047 -0.57176
C -4.20095 1.01519 -0.34244
H 1.73875 2.49670 0.04605
N 0.17986 2.54604 -1.35260
H -1.33347 -2.76005 3.59909
O -2.56005 -1.98327 -1.07564
H -0.09497 5.14392 0.51518
H 2.62233 4.60107 -1.81075
C 2.24469 0.33223 0.88100
C -1.95297 -4.78332 -1.02436
C -4.30165 1.47606 -1.63504
C -3.04362 1.24381 -2.19117
C -1.67202 -2.06838 2.83870
H -0.06496 1.84701 2.79970
H 5.30931 1.00792 3.44276
H 3.82178 -2.52799 -2.34241
C 2.27778 -0.93077 -2.38053
C 4.53910 1.76958 3.55069
C 3.38764 0.67763 1.59812
C 1.87021 4.36127 -1.06119
N 2.39851 -0.46194 -0.28757
H -1.75590 3.05441 -0.73133
H -1.34239 5.34777 -0.72491
C -0.46217 4.77369 -0.44056
H -1.06018 2.80549 -3.01652
H 2.23859 2.28942 -1.62921
C 3.29525 -1.43919 -0.50839
```

Computed properties:
HOMO (spin up / spin down): -12.705 / -12.704 eV
LUMO level (spin up / spin down): -6.101 / -6.103 eV
relative energy (zero: lowest compared OMol25 entry of this formula, charge and spin): 0.0 kcal/mol
Kohn-Sham gap (spin up / spin down): 0.243 / 0.243 Eh
net charge: +2



# C23H26BNO

A 3-piece molecular cluster, C23H26BNO overall at a distorted geometry (ωB97M-V/def2-TZVPD, OMol25).

```
52
C23H26BNO | OMol25 | ωB97M-V/def2-TZVPD
C -0.73802 0.61797 -1.55089
H 2.33003 4.14083 -5.39159
H 0.73662 -3.57077 -0.32012
C -2.51656 -2.62623 3.74187
H 3.66512 -1.73094 1.07380
C 4.09291 5.51936 -2.85140
H 3.23536 0.97404 -0.23399
H -5.50257 -2.34863 5.31060
H 4.38133 5.45322 -4.97596
C -0.73839 0.39822 -0.17537
H -2.74577 -2.30494 -0.09904
C -5.19483 -3.27026 3.39844
C 1.38207 1.02362 0.82358
C -2.93104 -3.28347 2.59141
C -4.78114 -2.61029 4.54739
C 1.48251 -2.52070 1.35821
H 1.16271 -2.27013 2.37081
H 0.89978 -4.56951 1.23260
H -1.36027 -0.02245 -3.47565
H 1.24445 -1.20649 -1.05347
C -2.13700 -1.29814 -1.89869
H -6.23871 -3.52423 3.26666
H -0.34805 1.08328 1.65348
C 2.12209 4.42005 -2.02395
C 3.28025 5.14792 -1.78932
C -2.16985 -1.49813 -0.52630
C 2.20027 -0.84786 -0.67379
H -1.47068 -2.37899 3.87777
H -0.16794 1.45747 -1.92353
O 1.90565 1.14625 1.90337
C 0.99455 -3.61168 0.73505
C -1.41482 -0.22810 -2.41761
C -1.46692 -0.66643 0.33628
H 4.99518 6.08878 -2.66912
H 1.48493 4.13437 -1.19557
H 3.54900 5.42593 -0.77839
C 1.78069 4.05687 -3.31964
C 2.59512 4.42562 -4.38141
H 1.86694 1.17928 -1.27305
H -1.50480 -0.86173 1.40050
H -2.20700 -3.54695 1.82933
C 2.20611 0.66385 -0.37639
H -4.59403 -4.11426 1.51987
C -4.27047 -3.60382 2.41834
H -3.12051 -1.76838 5.61284
H -2.66153 -1.95083 -2.58169
C 3.74908 5.16044 -4.14763
H 2.94143 -1.05022 -1.45110
N -0.00322 1.26242 0.71556
B 2.56395 -1.69570 0.62097
H 0.87836 3.48624 -3.50241
C -3.44237 -2.28579 4.71830
```

Computed properties:
HOMO: -8.794 eV
LUMO level: 0.646 eV
Kohn-Sham gap: 0.347 Eh
net charge: 0



Q: Number 6 is which compound?
A: C33H35N8O4Rh



Q: Look up the net charge of the first one.
A: 0